--- 1 ---
The following is a quantum chemistry calculation of one molecule with the formula C2H4N4S, from the OMol25 dataset.

charge: 0
SMILES string: SCn1ncnn1
HOMO level: -9.365 eV
LUMO: 0.07 eV
gap between HOMO and LUMO: 0.3468 Eh

XYZ file:
```
11
Properties=species:S:1:pos:R:3:mulliken_charge:R:1
C -1.4887 0.4135 1.3296 0.07
N 0.2203 -0.1265 0.2138 0.40
H 2.1605 -0.4361 -0.2910 0.28
S 0.8592 -0.1681 -2.4222 -0.24
H -0.4063 0.2981 -2.2180 0.13
C 1.1481 -0.7679 -0.5639 -0.41
H 1.2723 -1.7952 -0.6992 0.33
H -2.5884 0.3184 1.4252 0.35
N -0.6255 1.3830 1.6284 -0.19
N 0.4743 1.2853 1.0967 -0.19
N -1.0258 -0.4046 0.5007 -0.55
```

--- 2 ---
The following is a quantum chemistry calculation of a 2-piece molecular cluster, C2H4N4S overall, from the OMol25 dataset.

charge: 0
HOMO level (alpha / beta): -9.008 / -9.009 eV
LUMO (alpha / beta): -2.06 / -2.06 eV
gap between HOMO and LUMO (alpha / beta): 0.2554 / 0.2554 Eh

XYZ file:
```
11
Properties=species:S:1:pos:R:3:mulliken_charge:R:1
C -1.7026 -0.2914 0.1209 -0.08
H -1.7713 0.2588 2.1627 0.49
N 1.5874 -0.6326 -0.2774 -0.88
S 2.2187 1.5856 -1.1908 -0.20
C -1.1876 0.0156 1.4009 -0.31
H 2.5105 1.8790 0.0731 0.10
N -0.7498 -0.6540 -0.6811 -0.65
N 0.3712 -0.4961 0.0971 1.37
H 2.2887 -0.3249 0.4019 0.37
H -2.6537 -0.2037 -0.2455 0.48
N 0.1416 -0.0597 1.3186 -0.69
```

Bottom line: 1, by a margin of 1.294 eV.

--- 1 ---
The following is a quantum chemistry calculation of one molecule with the formula C2H4N4S, from the OMol25 dataset.

charge: 0
SMILES string: [H]/N=C1\NN=CNS1
HOMO level: -8.340 eV
LUMO: 0.06 eV
gap between HOMO and LUMO: 0.3089 Eh

XYZ file:
```
11
Properties=species:S:1:pos:R:3:mulliken_charge:R:1
N -1.1324 -0.0030 0.0123 -0.02
N -0.9036 1.8810 -1.4010 -0.67
C 0.5592 -1.2813 0.7567 0.04
N 1.4093 -0.2627 0.8905 -0.39
H -2.0349 -0.1523 -0.5719 0.31
H -1.8010 1.3800 -1.3701 0.23
S 1.3011 1.0610 -0.3784 -0.11
C -0.2792 0.9834 -0.6214 0.58
N -0.7398 -1.1909 0.4719 -0.65
H 1.1040 -2.1270 1.0727 0.36
H 2.5171 -0.2882 1.1388 0.33
```

--- 2 ---
The following is a quantum chemistry calculation of one molecule with the formula C2H4N4S, from the OMol25 dataset.

charge: 0
HOMO level: -8.519 eV
LUMO: 0.07 eV
gap between HOMO and LUMO: 0.3155 Eh

XYZ file:
```
11
Properties=species:S:1:pos:R:3:mulliken_charge:R:1
H 0.0232 -2.3652 0.8005 0.28
C -0.5038 1.4719 0.0356 -0.17
H -1.4612 1.9721 0.1100 0.39
C -0.5538 0.0309 0.0750 0.23
H 0.1528 -2.5758 -0.8252 0.27
N 0.4884 2.2630 -0.0296 0.56
N 0.5376 -0.7307 -0.1815 0.00
H 1.4411 -0.3079 -0.3408 0.23
N 1.2982 3.0544 -0.0666 -0.67
N 0.5785 -2.1143 -0.0179 -0.75
S -2.0010 -0.6986 0.4405 -0.36
```

Bottom line: 2, by a margin of 1.134 eV.

--- 1 ---
The following is a quantum chemistry calculation of a 2-piece molecular cluster, C5H14NOS overall, from the OMol25 dataset.

charge: -2
2S+1: 2
HOMO level (alpha / beta): 3.629 / -0.568 eV
LUMO (alpha / beta): 5.72 / 5.70 eV
gap between HOMO and LUMO (alpha / beta): 0.0767 / 0.2304 Eh

XYZ file:
```
22
Properties=species:S:1:pos:R:3:mulliken_charge:R:1
H 1.4510 0.7443 1.1898 0.42
H 1.9246 0.8569 -0.4333 0.32
H -0.5174 0.8390 2.3973 0.37
H 0.1574 -0.5865 -2.1383 0.20
C -1.1903 0.0392 2.0926 -0.55
H -0.5579 1.5544 -0.0172 0.21
H -0.1279 -1.8478 2.6715 0.69
H 1.8362 1.0713 -4.7415 0.32
H -1.8844 -1.8202 3.0181 0.44
H -1.2158 -1.2549 0.5670 0.42
S -0.1249 1.6214 -2.7356 -0.80
H 2.4632 0.2621 -3.7507 0.31
H -0.6549 -0.9442 3.9781 1.62
C -0.9743 -1.1999 2.9511 -4.19
H -1.5912 -0.0480 -1.8075 0.37
H -2.2156 0.3293 2.3592 0.46
H 1.3587 -0.7763 0.1262 0.33
O 2.5911 0.4520 -4.6862 -0.68
N -1.1574 -0.2533 0.6407 -0.36
C 1.2145 0.3133 0.2079 -1.42
C -0.5292 0.1195 -1.6559 -0.90
C -0.2555 0.5286 -0.2332 0.41
```

--- 2 ---
The following is a quantum chemistry calculation of a 2-piece molecular cluster, C5H14NOS overall, from the OMol25 dataset.

charge: -2
2S+1: 2
HOMO level (alpha / beta): 3.577 / -0.111 eV
LUMO (alpha / beta): 5.51 / 5.78 eV
gap between HOMO and LUMO (alpha / beta): 0.0710 / 0.2166 Eh

XYZ file:
```
22
Properties=species:S:1:pos:R:3:mulliken_charge:R:1
H -2.2948 -0.4389 -0.1975 0.27
H -0.0102 -2.6861 0.2581 0.47
H -2.7776 -0.3476 -1.8153 0.21
H 2.4792 -1.4977 -0.8954 0.39
O 2.2747 4.3702 5.2416 -2.12
H 2.6070 -2.2190 0.7444 0.94
C -1.9690 0.0776 -1.1559 -0.38
H -0.8326 -2.2812 -1.6280 0.43
N -0.6130 -0.1204 -1.6414 -0.30
H -3.2517 1.6878 -1.3300 0.18
H 0.7457 -1.6928 -2.2567 0.38
H -1.5635 2.1964 -1.5052 0.34
C -2.2593 1.5895 -0.9535 -0.79
H 1.6237 4.6405 4.5103 0.55
H 2.3292 -3.0624 -0.7713 0.53
S -2.3570 2.0968 0.8117 -0.80
C 0.4997 -1.8381 -0.0113 -0.28
C -0.1265 -1.4307 -1.4785 -1.09
H 2.8317 3.7563 4.8200 0.96
C 2.0099 -2.2069 -0.2382 -2.57
H 0.4858 -1.0966 0.8187 0.37
H 0.1684 0.5032 -1.3266 0.31
```

Bottom line: 1, by a margin of 1.231 eV.

--- 1 ---
The following is a quantum chemistry calculation of one molecule with the formula C2H5Br, from the OMol25 dataset.

charge: 0
SMILES string: CCBr
HOMO level: -10.107 eV
LUMO: 1.07 eV
gap between HOMO and LUMO: 0.4108 Eh

XYZ file:
```
8
Properties=species:S:1:pos:R:3:mulliken_charge:R:1
C 0.4551 -0.3953 -0.5928 -0.89
H 0.5295 -1.2837 -0.1006 0.33
Br -0.1836 -0.0696 2.2289 -0.17
H 1.5091 -0.0545 -0.7487 0.26
C -0.4121 0.4108 0.3757 -0.36
H -1.5177 0.2470 0.1608 0.28
H -0.1479 -0.4211 -1.5787 0.25
H -0.2324 1.5664 0.2553 0.29
```

--- 2 ---
The following is a quantum chemistry calculation of a 2-piece molecular cluster, C2H5Br overall, from the OMol25 dataset.

charge: 0
HOMO level (alpha / beta): -9.272 / -9.210 eV
LUMO (alpha / beta): -1.77 / -2.09 eV
gap between HOMO and LUMO (alpha / beta): 0.2756 / 0.2616 Eh

XYZ file:
```
8
Properties=species:S:1:pos:R:3:mulliken_charge:R:1
H 0.0334 -1.5156 -0.5179 0.33
H 0.3873 1.4214 0.7559 0.30
Br -2.2209 1.1361 -1.1016 -0.39
H 1.0463 0.8067 -0.9607 0.33
H -0.7204 -0.7156 0.8610 0.34
C 0.4619 0.6866 -0.1024 -0.45
H 0.8889 -1.0931 0.8562 0.37
C 0.1234 -0.7264 0.2095 -0.82
```

Bottom line: 1, by a margin of 1.913 eV.

--- 1 ---
The following is a quantum chemistry calculation of C29H29BF4N4PRuSTe4 as an isolated structure, from the OMol25 dataset.

charge: -2
2S+1: 6
HOMO level (alpha / beta): -1.178 / -2.398 eV
LUMO (alpha / beta): 3.56 / 2.80 eV
gap between HOMO and LUMO (alpha / beta): 0.1741 / 0.1911 Eh

XYZ file:
```
74
Properties=species:S:1:pos:R:3:mulliken_charge:R:1
H -1.1983 -2.4313 -1.7866 0.42
C -1.4883 0.4334 -5.5211 -0.46
C -2.1408 -1.8687 -5.4387 -0.56
B 0.9711 3.5916 2.9682 0.01
C 1.1157 -0.8597 -3.2744 -0.82
H -3.1987 -2.4751 -3.6673 0.36
H -2.4392 2.5147 3.5251 0.18
H 1.2206 3.1338 -0.5596 0.50
C 2.0056 0.3740 2.9916 -0.92
C 3.0892 0.7104 3.7880 -0.54
H 1.7344 1.9784 0.6461 -0.73
C 3.4670 -0.5894 1.3252 1.45
H -0.1410 -6.1851 1.2289 0.36
F 0.7010 3.1773 4.2833 -0.40
H 2.8769 2.5084 -0.5818 0.39
Te -4.8790 0.5853 4.5865 -0.08
C -0.5403 -2.9750 0.1589 0.53
C -2.0536 0.6421 -4.2739 -0.29
C 0.0480 -5.1218 1.1321 -0.76
F 2.3488 3.5663 2.7187 -0.43
N -4.4890 3.5347 2.4227 -0.42
C -1.4255 -2.1585 -0.7454 -2.35
H 2.0772 -2.6947 2.3138 0.42
H 0.9127 -2.1834 -1.6272 0.41
H 5.5451 -0.4920 1.8042 0.41
C 1.8315 2.2448 -0.3974 -0.91
Te -2.0223 -0.5682 3.6613 -0.41
H -5.2520 3.5546 1.7689 0.27
C -2.6842 -0.4008 -3.5835 0.21
C -2.7177 -1.6600 -4.1937 -0.39
P 0.6088 -0.5603 0.8246 3.38
H 2.9844 -2.0412 -0.2069 0.10
H 0.9975 -1.6484 -4.0072 0.34
C 1.0264 -1.1519 -1.9267 0.30
C 4.3658 0.4081 3.3514 -0.73
C 4.5427 -0.2406 2.1366 -0.88
H 4.7069 -1.8561 0.1302 0.54
H -2.1747 -2.8569 -5.8846 0.35
C 0.5048 -2.3877 0.8812 1.18
H 1.0078 0.6461 3.3125 0.06
H -1.0717 -0.9871 -7.0857 0.34
F 0.3249 2.6736 2.0720 0.29
C -0.7403 -4.3516 0.2948 -0.55
S -3.4095 -0.1173 -1.9992 -0.34
C 1.5082 1.4282 -2.7105 -1.18
H -4.6714 3.0893 3.3075 0.05
H -1.5497 -4.8112 -0.2629 0.46
C -3.2746 3.3252 1.8464 0.74
F 0.4602 4.8759 2.7427 -0.37
C 1.4436 1.1461 -1.3435 1.53
Ru -1.3258 -0.0557 -0.6533 -0.40
N -3.1635 3.6034 0.5512 -0.82
C 1.1443 -0.1675 -0.9247 -1.41
H 1.7026 2.4538 -3.0058 0.39
C 1.2939 -3.1643 1.7318 -0.97
Te -6.2906 1.4226 6.6776 -0.42
C 1.3315 0.4538 -3.6711 -0.34
N -1.5616 2.2115 -0.6909 -0.24
C -1.5228 -0.8238 -6.1139 -0.48
H -2.4603 -2.4847 -0.6060 0.92
H 2.9229 1.2375 4.7178 0.41
C 3.7603 -1.3198 0.0396 -1.57
H -2.0093 1.6159 -3.8012 0.36
H -1.3482 2.7574 2.2152 0.03
C -2.2597 2.9018 -0.0781 0.51
C 1.0710 -4.5248 1.8596 -0.75
H -1.0055 1.2597 -6.0317 0.40
C 2.1721 -0.2598 1.7620 0.10
H 1.6830 -5.1127 2.5333 0.43
H 3.8409 -0.6287 -0.8029 0.23
H 5.2290 0.6813 3.9472 0.33
Te -3.1556 -0.1628 1.2997 -0.01
N -2.2687 2.9279 2.6219 -0.12
H 1.3550 0.7100 -4.7227 0.36
```

--- 2 ---
The following is a quantum chemistry calculation of C29H29BF4N4PRuSTe4 as an isolated structure, from the OMol25 dataset.

charge: -2
2S+1: 6
HOMO level (alpha / beta): -1.451 / -1.634 eV
LUMO (alpha / beta): 3.71 / 3.44 eV
gap between HOMO and LUMO (alpha / beta): 0.1896 / 0.1863 Eh

XYZ file:
```
74
Properties=species:S:1:pos:R:3:mulliken_charge:R:1
H 5.6452 -0.0971 4.6683 0.27
N 1.9200 -0.6731 1.6516 -0.36
H -0.0927 2.5440 4.7888 0.43
F 3.1217 -3.4280 -2.0796 -0.36
C -1.0192 -4.8401 -4.5362 -0.44
C 2.8664 -0.4854 2.2833 0.40
H 0.2823 -0.6484 -2.1889 0.53
C 0.0205 -3.4876 -2.8286 0.00
C -2.9445 1.0933 -3.1583 -0.98
C -4.4447 1.1033 -1.2911 -0.70
N 3.8932 -0.1959 3.0592 -0.70
C -1.2090 -3.3174 -2.1874 0.25
S -1.4654 -2.3884 -0.7134 -0.12
H -0.9443 -5.4334 -5.4403 0.34
H -2.7598 1.0268 -4.2233 0.43
F 4.3495 -2.7296 -0.2682 -0.50
H -4.6575 0.7686 1.2769 0.49
H -3.2870 -3.8274 -2.2203 0.43
C -1.8821 1.2026 -2.2781 -0.74
C -1.4257 4.5362 2.4001 -0.85
H 4.4967 -2.2381 1.4388 0.14
H 1.8426 -1.3938 -1.7302 0.38
H 3.1572 4.2440 -0.7152 0.41
Te -3.7382 -1.8081 5.5043 -0.05
C 3.5509 2.2168 -1.3352 -0.69
B 3.3533 -3.6761 -0.7241 0.39
H 5.9439 -2.5632 2.2671 0.25
C -0.9919 4.1342 3.6541 -0.62
C 1.6700 0.6817 -1.2729 0.69
H -1.8483 5.5276 2.2718 0.41
H -1.6343 5.3015 -0.1007 0.54
C -1.3302 3.7008 1.2892 1.17
C -3.7048 1.2599 1.0827 -1.39
F 2.2001 -3.4766 0.0414 -0.37
C -2.3379 -3.9412 -2.7307 -0.78
N 5.9244 -0.7367 3.9430 -0.47
H -3.1313 -5.1610 -4.2978 0.34
C 2.7466 3.2547 -0.8778 -0.82
C -1.8178 4.2269 -0.0376 -1.96
Ru 0.1836 -1.2222 0.4030 0.14
H 6.4859 -1.5113 4.2529 0.23
Te -1.4091 -1.6278 2.5609 -0.22
C -0.7884 2.4178 1.4619 1.07
C -2.2431 -4.6873 -3.8939 -0.45
H -1.3313 3.7440 -0.8816 0.31
C -3.3895 1.2130 -0.3880 1.06
C 1.4191 2.9947 -0.5711 -0.79
H -5.0806 0.9280 -3.3298 0.36
H -5.4527 1.0329 -0.8974 0.41
H -3.7637 2.2912 1.4435 0.13
C 3.0172 0.9558 -1.5345 -0.66
H -2.9560 0.7455 1.6842 0.00
C -0.3375 2.0311 2.7233 -0.88
H 0.0823 1.0391 2.8418 -0.11
Te -5.6838 -1.9149 7.2158 -0.47
H 4.6034 2.3907 -1.5300 0.37
N 5.0524 -2.0999 2.2898 -0.27
P -0.6088 1.1324 0.1602 2.59
H 1.0771 -4.3729 -4.4591 0.41
H -1.0917 4.8033 4.5005 0.38
C -2.0853 1.2733 -0.8991 0.97
C 0.1089 -4.2426 -3.9892 -0.73
H 0.8204 3.7893 -0.1452 0.12
C 1.0848 -0.6636 -1.4509 -1.59
C -0.4340 2.8766 3.8169 -0.89
Te -3.8048 -2.7483 2.2095 -0.36
F 3.8661 -4.9624 -0.5324 -0.36
H -2.8920 4.0612 -0.1554 0.38
C -4.2372 1.0417 -2.6593 -0.63
C 0.8749 1.7233 -0.7458 0.61
H -0.8699 1.2379 -2.6639 0.30
C 4.9091 -1.0242 3.0622 0.57
H 3.6424 0.1453 -1.8924 0.47
H 0.9141 -3.0674 -2.3924 0.21
```

Bottom line: 2, by a margin of 0.561 eV.